Entry from the OMol25 dataset: C74H75BrN3O2P2RbS3 as an isolated structure (ωB97M-V/def2-TZVPD).

## Properties
HOMO = -1.69 eV
Energy above the lowest of the compared OMol25 structures with the same formula, charge and spin = 47.4 kJ/mol
E_LUMO = 3.24 eV
Net charge = -2
2S+1 = 1

```
161
Properties=species:S:1:pos:R:3:forces:R:3
Rb 0.29462 0.36025 -0.27541 0.07 0.09 0.21
S 3.41984 -1.17525 0.72464 0.07 -0.01 -0.25
P 2.16721 -2.64680 1.25077 -0.13 0.28 0.23
C 0.53176 -2.29233 1.09075 0.26 -0.94 0.14
P -0.59693 -3.39670 0.56152 -0.27 0.28 0.06
S -2.40643 -2.57170 0.27147 -0.02 -0.02 -0.10
C -0.10634 -4.19598 -1.04019 0.02 0.09 -0.06
C -0.01238 -5.56107 -1.28640 0.00 -0.02 0.01
C 0.40962 -6.03543 -2.52526 -0.02 -0.01 0.01
C 0.73866 -5.15263 -3.54059 0.01 -0.01 -0.02
C 0.65639 -3.78349 -3.30615 -0.02 -0.01 0.01
C 0.24720 -3.32006 -2.06865 0.01 -0.04 0.02
C -1.05535 -4.89297 1.57478 0.12 0.01 0.01
C -2.10622 -5.72859 1.18834 0.00 -0.01 -0.03
C -2.49206 -6.79824 1.97890 0.00 -0.01 0.00
C -1.84926 -7.04357 3.18951 0.00 0.01 0.01
C -0.81940 -6.21033 3.59351 0.01 -0.01 -0.01
C -0.42693 -5.14731 2.78450 -0.04 -0.01 0.03
C 2.79617 -4.20317 0.46110 -0.04 -0.02 0.04
C 2.57882 -5.44992 1.04469 0.00 0.00 0.04
C 3.00553 -6.61526 0.42352 -0.01 0.00 -0.02
C 3.64391 -6.55269 -0.80742 0.00 -0.01 0.01
C 3.85757 -5.31674 -1.40312 0.00 0.02 -0.01
C 3.44700 -4.15321 -0.76773 -0.07 0.00 -0.04
C 2.60822 -2.99606 3.01959 0.05 0.06 -0.03
C 1.71560 -2.64572 4.02505 0.00 0.00 -0.03
C 2.06003 -2.78315 5.36456 -0.01 0.00 0.01
C 3.30671 -3.28080 5.71309 0.01 0.00 0.00
C 4.20745 -3.63716 4.71435 -0.01 0.00 0.01
C 3.86118 -3.48783 3.38044 0.01 -0.03 -0.01
H -0.24989 -6.26844 -0.50262 0.02 -0.01 0.00
H 0.49556 -7.10420 -2.68785 0.00 0.00 0.01
H 1.07794 -5.52495 -4.50074 -0.01 0.00 -0.01
H 0.92620 -3.07892 -4.08546 0.00 0.00 0.00
H 0.20262 -2.25645 -1.87338 -0.02 0.07 -0.02
H -2.63318 -5.51142 0.26650 -0.01 0.01 0.01
H -3.30981 -7.43556 1.66069 0.00 0.00 0.00
H -2.16300 -7.87048 3.81676 0.00 -0.01 -0.01
H -0.31734 -6.37873 4.53963 0.00 0.00 0.00
H 0.36532 -4.48956 3.11057 0.07 0.06 0.00
H 2.07450 -5.51534 2.00111 0.02 0.01 -0.01
H 2.82792 -7.57352 0.89892 0.00 0.00 0.00
H 3.97004 -7.46150 -1.30077 0.00 0.00 0.00
H 4.34953 -5.25788 -2.36774 -0.01 0.00 0.00
H 3.63062 -3.18001 -1.20902 0.02 0.00 0.01
H 0.74810 -2.25412 3.72600 0.00 0.01 0.01
H 1.35508 -2.49157 6.13487 0.00 0.00 0.00
H 3.58297 -3.38242 6.75651 -0.01 -0.01 0.00
H 5.18644 -4.02073 4.97959 0.00 0.00 0.00
H 4.57305 -3.74358 2.60336 0.01 0.02 0.00
C 3.81880 -0.20199 -3.03698 0.00 0.03 0.00
C 4.38844 0.67865 -1.96143 0.02 -0.02 -0.01
C 5.61839 0.39827 -1.38569 0.01 -0.03 0.01
C 6.08375 1.13210 -0.30557 -0.01 0.00 0.01
C 5.30577 2.14923 0.21832 0.00 -0.01 0.01
C 4.07670 2.47938 -0.34378 0.01 -0.01 0.02
C 3.23345 3.57486 0.25114 0.04 -0.01 -0.05
C 3.64878 1.74765 -1.45172 0.00 0.11 -0.09
N 2.39694 2.05809 -2.05133 0.14 -0.10 0.24
C 2.33015 3.00084 -2.88938 0.00 0.00 -0.01
C 3.50268 3.83098 -3.35657 -0.02 -0.07 0.05
C 0.96956 3.32453 -3.45516 -0.08 0.07 0.02
C 0.82879 4.61423 -4.23202 -0.06 -0.04 0.03
N 0.02852 2.50680 -3.23288 -0.03 -0.09 -0.09
C -1.24827 2.77522 -3.76751 0.00 0.16 -0.07
C -1.53698 2.43751 -5.08992 0.00 -0.06 0.05
C -0.53708 1.68691 -5.92882 -0.03 0.01 0.01
C -2.77170 2.81125 -5.61149 -0.04 0.05 0.04
C -3.69839 3.48938 -4.83647 0.16 0.13 -0.07
C -3.41651 3.75078 -3.50233 0.07 0.14 -0.05
C -2.20219 3.38155 -2.94367 0.05 0.07 -0.02
C -1.88146 3.63069 -1.49824 -0.03 -0.05 -0.25
H 4.59304 -0.84273 -3.46033 0.00 0.00 0.01
H 3.35466 0.36710 -3.84460 0.01 0.00 -0.01
H 3.04992 -0.84839 -2.60104 0.00 0.01 0.00
H 6.18865 -0.44618 -1.75478 0.00 0.00 -0.01
H 7.02671 0.87373 0.15945 0.00 0.00 0.00
H 5.63531 2.68835 1.09935 0.00 0.00 0.00
H 3.50121 4.55451 -0.16123 -0.01 0.00 -0.01
H 3.36284 3.61228 1.33167 0.01 0.02 0.01
H 2.16933 3.41495 0.08729 -0.02 -0.02 0.04
H 4.43702 3.33124 -3.11237 0.01 0.00 0.00
H 3.50016 4.80438 -2.86023 0.00 0.00 0.00
H 3.45641 4.00744 -4.43194 -0.02 0.00 -0.01
H 1.43397 5.40408 -3.78952 0.01 0.00 0.01
H -0.21109 4.93322 -4.25884 -0.01 -0.01 -0.01
H 1.16599 4.47849 -5.26303 0.02 0.00 0.00
H 0.09220 1.05182 -5.30604 -0.01 -0.01 0.01
H 0.11659 2.36357 -6.48792 0.03 0.01 0.02
H -1.05234 1.05445 -6.65280 0.00 0.02 -0.02
H -3.00441 2.55875 -6.64083 0.00 0.00 -0.01
H -4.65155 3.78364 -5.25913 0.04 -0.01 0.02
H -4.15792 4.23023 -2.87314 0.01 0.00 -0.01
H -2.74908 4.02042 -0.96579 0.03 0.01 -0.02
H -1.05900 4.33973 -1.37651 -0.09 -0.07 -0.05
H -1.56457 2.70206 -1.01743 -0.03 0.01 0.03
C 2.07608 0.67664 3.44318 -0.03 0.02 0.02
C 1.72451 1.47580 4.69538 0.00 -0.01 -0.09
C 2.99903 2.14809 5.22949 -0.01 -0.01 -0.04
C 0.62160 2.52252 4.59493 0.01 0.01 0.08
C -0.08250 2.79911 5.75594 0.05 0.05 0.00
C -0.99253 3.84848 5.86267 0.04 0.00 -0.03
C -1.12509 4.69435 4.76487 0.09 0.06 0.04
C -0.45001 4.46894 3.57791 -0.08 0.09 0.08
C -0.52930 5.50142 2.47093 -0.06 -0.04 -0.05
C -1.21152 4.98238 1.20258 0.11 0.08 0.18
C 0.86146 6.05526 2.14024 0.00 -0.01 -0.01
C 0.38126 3.30356 3.40462 -0.12 -0.17 0.08
O 0.87565 3.01178 2.26830 0.19 0.05 -0.18
H 2.80108 -0.10312 3.69327 -0.03 0.04 -0.02
H 2.50668 1.31148 2.67333 0.02 -0.01 0.01
H 1.20527 0.18672 3.00234 -0.01 0.01 0.00
H 1.39717 0.75219 5.45536 0.01 0.02 0.04
H 3.33859 2.90228 4.51333 0.01 0.00 0.00
H 3.80129 1.41504 5.36028 0.00 0.00 0.00
H 2.81598 2.64821 6.18357 -0.01 0.00 0.00
H 0.09826 2.16481 6.62335 0.00 -0.01 0.00
H -1.54068 4.02803 6.78046 0.00 0.00 0.00
H -1.77161 5.56690 4.83690 0.01 -0.01 -0.01
H -1.13472 6.33035 2.86023 0.00 0.01 -0.02
H -0.70704 4.07498 0.86588 -0.03 0.07 0.08
H -1.17107 5.73444 0.40574 0.00 0.01 0.04
H -2.26272 4.75423 1.39707 0.05 0.03 0.00
H 1.50699 5.23538 1.82292 -0.01 0.02 -0.01
H 1.30710 6.52818 3.01855 0.00 0.00 0.01
H 0.80763 6.79800 1.33646 0.00 0.01 0.00
Br -4.34630 3.85758 3.65107 -0.05 -0.04 -0.03
C -3.20595 2.37856 3.30654 -0.01 0.03 -0.01
C -2.74769 1.58499 4.33997 -0.12 -0.01 -0.02
C -1.94092 0.50932 4.00692 -0.02 0.05 -0.08
C -1.63279 0.27959 2.67422 0.04 -0.10 -0.03
N -2.06174 1.07107 1.69004 0.03 0.06 -0.17
C -2.83378 2.10395 2.00302 0.04 -0.05 0.06
H -2.99641 1.81309 5.36657 0.00 0.00 -0.03
H -1.53568 -0.13589 4.77463 0.00 -0.01 0.00
H -1.02450 -0.57257 2.37354 0.01 0.00 0.01
H -3.16165 2.74498 1.19103 -0.01 -0.05 0.03
O -1.89019 0.05670 -2.57526 0.03 0.03 0.18
S -3.09316 -0.25895 -1.74242 -0.23 0.07 -0.19
C -4.43936 0.82223 -2.28833 0.01 -0.07 -0.12
C -5.06814 1.56926 -1.30585 -0.01 0.01 0.02
C -6.14613 2.38165 -1.64368 0.02 -0.01 0.02
C -6.58525 2.42966 -2.95771 0.00 -0.04 -0.04
C -5.94108 1.68327 -3.94074 -0.10 -0.10 0.09
C -4.86040 0.88540 -3.61028 -0.09 -0.14 0.10
C -3.78491 -1.75398 -2.47062 0.07 0.00 0.00
C -2.95078 -2.49713 -3.28471 0.00 -0.01 -0.01
C -3.39161 -3.71893 -3.77289 0.00 -0.01 0.02
C -4.65842 -4.18083 -3.44678 0.01 0.00 -0.01
C -5.48997 -3.41888 -2.63391 0.00 0.00 0.00
C -5.05351 -2.20168 -2.13780 -0.01 0.01 0.01
H -4.71881 1.50293 -0.28118 0.00 0.00 0.00
H -6.64000 2.96791 -0.87887 0.00 0.00 0.00
H -7.42826 3.05661 -3.22265 -0.01 0.00 0.00
H -6.28185 1.73137 -4.96793 0.00 0.00 0.00
H -4.34296 0.30307 -4.36361 0.00 0.00 0.01
H -1.95658 -2.12799 -3.49622 -0.01 0.01 0.00
H -2.72726 -4.32087 -4.38066 0.00 0.00 0.00
H -4.99517 -5.14347 -3.81208 0.00 0.00 0.00
H -6.47555 -3.78318 -2.37120 0.00 0.00 0.00
H -5.68709 -1.61605 -1.48212 0.01 0.00 0.00
```
Positions in Å, forces in eV/Å.